[1]
Density functional theory data (the ωB97M-V functional and the def2-TZVPD basis) for a single C3H8N2O2 molecule at a distorted geometry.

XYZ file:
```
15
C3H8N2O2 the ωB97M-V functional and the def2-TZVPD basis
O -1.6114 0.9988 -0.7569
O -0.0623 -1.9569 1.8487
N 0.5266 1.3499 -1.5751
N -0.3272 0.3983 -1.0410
C 1.5487 0.1176 0.6925
C 0.3409 -0.2329 0.3251
C -0.6903 -1.1985 0.6563
H 0.3323 2.3070 -1.2820
H 2.0782 0.8375 0.0794
H -1.6240 -0.7284 0.9779
H -0.8281 -1.9747 -0.0951
H 2.0685 -0.3860 1.4893
H 0.4980 1.2794 -2.5869
H -0.0128 -1.3457 2.5944
H -2.2371 0.5345 -1.3266
```

## Properties
E_LUMO = 0.8 eV
HOMO = -9.1 eV
structure (SMILES) = C=C(CO)N(N)O
spin multiplicity = 1
energy above the lowest of the compared OMol25 structures with the same formula, charge and spin = 504.2 kJ/mol
frontier orbital gap = 9.937 eV

[2]
Density functional theory data (the ωB97M-V functional and the def2-TZVPD basis) for a single C3H8N2O2 molecule at a distorted geometry.

XYZ file:
```
15
C3H8N2O2 the ωB97M-V functional and the def2-TZVPD basis
O 0.4524 0.6670 2.3638
O -1.0731 2.1301 1.7073
N -1.1586 -0.0110 0.8815
N 1.3916 -0.6819 -1.8125
C -0.1339 -0.7848 0.1399
C -0.7425 0.9587 1.7507
C 0.1550 -0.1537 -1.1875
H 1.3357 -1.6891 -1.9237
H -2.0097 0.1946 0.3873
H 0.8029 -0.8893 0.6650
H -0.7395 -0.1697 -1.8115
H 0.2516 0.9543 -0.9812
H -0.5555 -1.7946 0.0412
H 0.7291 1.5838 2.5361
H 1.2946 -0.3144 -2.7562
```

## Properties
E_LUMO = 0.8 eV
HOMO = -9.8 eV
structure (SMILES) = NCCNC(=O)O
spin multiplicity = 1
energy above the lowest of the compared OMol25 structures with the same formula, charge and spin = 99.5 kJ/mol
frontier orbital gap = 10.652 eV

[3]
Density functional theory data (the ωB97M-V functional and the def2-TZVPD basis) for a single C3H8N2O2 molecule at a distorted geometry.

XYZ file:
```
15
C3H8N2O2 the ωB97M-V functional and the def2-TZVPD basis
O 1.0694 0.9632 -0.2793
O -1.4759 -1.6021 -0.4582
N 1.4759 0.9789 1.1747
N 0.9655 -1.0813 -1.5258
C -0.8844 -0.4132 -0.1736
C 0.3547 -0.1525 -0.6316
C -1.6231 0.4370 0.8003
H -1.2533 1.4573 0.7833
H 1.9317 -1.2484 -1.2525
H 2.4642 1.1996 1.1242
H -1.4629 0.0390 1.8047
H 0.9760 -0.7147 -2.4738
H 1.0061 1.7970 1.5650
H -2.6871 0.4472 0.5502
H -0.8567 -2.1069 -1.0077
```

## Properties
E_LUMO = 0.9 eV
HOMO = -8.0 eV
structure (SMILES) = C/C(O)=C(/N)ON
spin multiplicity = 1
energy above the lowest of the compared OMol25 structures with the same formula, charge and spin = 320.1 kJ/mol
frontier orbital gap = 8.821 eV

[4]
Density functional theory data (the ωB97M-V functional and the def2-TZVPD basis) for a single C3H8N2O2 molecule at a distorted geometry.

XYZ file:
```
15
C3H8N2O2 the ωB97M-V functional and the def2-TZVPD basis
O -2.3544 0.6456 0.3568
O 0.3765 0.4182 2.2216
N 1.4869 0.4220 -1.2156
N -1.1970 -0.1966 0.4922
C -0.5833 -0.9420 -0.6198
C 0.0043 0.5645 0.7669
C 0.7722 -0.3496 -0.2194
H 0.0062 1.6088 0.3642
H 2.1177 -0.3364 -1.5833
H -0.4564 -0.0005 2.6210
H -0.7073 -2.0703 -0.4389
H -0.8816 -0.6886 -1.7081
H -2.3041 1.2375 -0.5342
H 1.4498 -1.1720 0.1255
H 2.2705 0.8592 -0.6289
```

## Properties
E_LUMO = 0.9 eV
HOMO = -9.6 eV
structure (SMILES) = N[C@@H]1CN(O)[C@H]1O
spin multiplicity = 1
energy above the lowest of the compared OMol25 structures with the same formula, charge and spin = 459.1 kJ/mol
frontier orbital gap = 10.406 eV

[5]
Density functional theory data (the ωB97M-V functional and the def2-TZVPD basis) for 2 unconnected molecules or ions with the total composition C3H8N2O2 at a distorted geometry.

XYZ file:
```
15
C3H8N2O2 the ωB97M-V functional and the def2-TZVPD basis
O -1.9099 1.1445 -0.0724
O -2.1634 -1.1536 -0.1860
N 2.4811 -0.2489 0.3543
N 1.6149 0.6528 0.8550
C -1.4116 -0.0573 -0.5161
C -0.5351 -0.1348 -1.5326
C 0.6588 0.1134 1.5626
H 2.0279 -1.0341 -0.1183
H -0.0075 0.7735 2.1370
H -1.3491 1.8466 -0.4467
H -0.1267 -1.0876 -1.8493
H 0.6276 -0.9642 1.7973
H -2.8849 -0.7871 0.3543
H -0.1309 0.7460 -2.0196
H 3.1089 0.1910 -0.3194
```

## Properties
E_LUMO = 0.7 eV
HOMO = -8.4 eV
structure (SMILES) = C=C(O)O.C=NN
spin multiplicity = 1
energy above the lowest of the compared OMol25 structures with the same formula, charge and spin = 351.8 kJ/mol
frontier orbital gap = 9.113 eV

[6]
Density functional theory data (the ωB97M-V functional and the def2-TZVPD basis) for a single C3H8N2O2 molecule at a distorted geometry.

XYZ file:
```
15
C3H8N2O2 the ωB97M-V functional and the def2-TZVPD basis
O 1.8635 0.3698 -1.3815
O 0.5124 -1.6202 -0.3587
N -0.9111 -1.9847 1.3690
N -0.6290 0.1901 0.5748
C -0.2992 -1.1554 0.4313
C 1.2784 1.3404 -0.5750
C -0.2683 1.1548 -0.4689
H -0.2600 -2.7157 1.6213
H -0.6010 0.8380 -1.4656
H 1.5095 -0.5011 -1.0620
H -0.7465 2.1085 -0.2054
H -1.3480 -1.5600 2.1822
H -1.6778 -0.1802 0.4863
H 1.7013 1.3724 0.4469
H 1.4450 2.3178 -1.0478
```

## Properties
E_LUMO = 0.6 eV
HOMO = -9.7 eV
structure (SMILES) = NC(=O)NCCO
spin multiplicity = 1
energy above the lowest of the compared OMol25 structures with the same formula, charge and spin = 119.3 kJ/mol
frontier orbital gap = 10.309 eV